# C5H8O2

An isolated molecule of C5H8O2 (ωB97M-V/def2-TZVPD, the OMol25 dataset).

Summary:
**F_max**: 0.5 eV/Å
**SMILES**: O=C1CC(CO)C1
**Lowest unoccupied orbital energy**: 0.753 eV
**Kohn-Sham gap**: 10.29 eV
**Energy relative to the best compared isomer or geometry (same formula, charge and spin)**: 110.9 kJ/mol
**E_tot**: -345.76271 hartree

XYZ file:
```
15
Properties=species:S:1:pos:R:3:forces:R:3:lowdin_charge:R:1
O -0.23196 -1.65242 -1.70823 0.08 -0.24 -0.19 -0.06
C 0.50286 -0.52190 -1.28447 0.17 0.33 0.16 -0.26
C -0.36388 0.23481 -0.30485 -0.02 -0.05 -0.18 -0.29
C 0.32018 1.38125 0.48346 0.07 0.16 0.01 -0.05
C -0.20484 0.73047 1.76725 0.02 0.09 0.38 -0.39
O -0.27332 1.09196 2.90969 0.03 -0.14 -0.50 0.10
C -0.67922 -0.51209 1.01648 -0.09 -0.10 0.09 -0.04
H 0.32841 -2.19567 -2.27408 -0.12 0.06 0.06 0.09
H 1.43906 -0.81967 -0.78339 -0.12 0.01 -0.05 0.13
H 0.77207 0.12718 -2.13257 -0.06 -0.10 0.09 0.12
H -1.27568 0.56695 -0.80910 0.10 -0.03 0.07 0.15
H 1.41652 1.35848 0.43634 -0.14 -0.03 0.02 0.12
H -0.01495 2.40512 0.29727 0.03 -0.14 0.04 0.12
H -0.02348 -1.37505 1.18691 -0.07 0.13 -0.01 0.13
H -1.71178 -0.81944 1.19928 0.13 0.05 0.00 0.12
```
Positions in Å, forces in eV/Å.